1.
Below is an isolated molecule of C3H7NO2 in a non-equilibrium geometry, with properties calculated with ωB97M-V/def2-TZVPD.

Geometry as ORCA input:
```
! RIJCOSX wB97M-V def2-TZVPD def2/J DEFGRID3
* xyz 0 1
H -0.55019 -2.46262 -0.46181
C -1.08711 1.57326 -0.08936
O 1.38417 -2.42167 0.14859
H -1.66237 2.29014 -0.60881
H -0.18447 0.44820 -1.61756
O 0.00235 2.19479 0.52330
H -0.34528 -0.05957 1.05865
N -0.72167 0.27630 -0.79045
H 0.44493 2.87891 0.02387
C 0.21543 -0.42597 0.21529
C 0.31636 -1.88728 0.01767
H -1.71536 1.31378 0.84751
H 1.30423 -0.08800 0.05461
*
```

## Properties
relative energy (zero: lowest compared OMol25 entry of this formula, charge and spin)	65.9	kcal per mole
HOMO	-9.7880	eV
E_tot	-8807.6722	eV
SMILES	O=CCNCO
orbital gap	10.5010	eV
LUMO	0.0262	Ha

***

2.
Below is a cluster of 2 separate species, C3H7FO2 in total in a non-equilibrium geometry, with properties calculated with ωB97M-V/def2-TZVPD.

Geometry as ORCA input:
```
! RIJCOSX wB97M-V def2-TZVPD def2/J DEFGRID3
* xyz 0 1
C -1.33104 1.10230 0.30569
H -1.16962 0.97426 -0.75323
C -0.71161 -1.16153 0.17833
H 2.10826 -1.06959 0.39084
H -0.61448 1.80107 0.76082
H 1.31223 0.52362 0.89042
H 2.32944 -0.39157 -1.40231
H -2.29134 1.68547 0.41461
F -0.78200 -1.19873 -1.18319
O 1.72324 0.27417 -1.11112
O -1.40688 -0.17437 0.84470
H -0.73508 -2.16507 0.52917
C 1.56887 -0.20003 0.13530
*
```

## Properties
relative energy (zero: lowest compared OMol25 entry of this formula, charge and spin)	86.1	kcal per mole
HOMO (alpha / beta)	-7.1753 / -7.2449	eV
E_tot	-10032.5848	eV
orbital gap (alpha / beta)	8.0643 / 8.1277	eV
LUMO (alpha / beta)	0.0327 / 0.0324	Ha

***

3.
Below is a cluster of 2 separate species, C6H12O in total in a non-equilibrium geometry, with properties calculated with ωB97M-V/def2-TZVPD.

Geometry as ORCA input:
```
! RIJCOSX wB97M-V def2-TZVPD def2/J DEFGRID3
* xyz 0 1
H 2.04401 -0.79265 0.57083
H -1.18793 -0.17196 0.87822
H 1.11967 -0.05956 -2.00980
H 0.68763 1.44994 1.23831
H -0.53835 -1.59215 -0.40733
C -0.91090 -0.32559 2.16121
C 0.03287 -0.61809 -0.33096
C 0.40959 -0.61748 2.04778
C 0.12123 0.19869 -1.60958
H 0.08292 1.25690 -1.32061
H -0.94855 0.02367 -3.55095
H -0.70474 -1.45853 -2.55893
O 0.99465 2.36769 1.01032
C -0.92792 -0.38690 -2.52774
H 1.16984 2.73669 1.88048
H -1.60454 -0.37677 2.97011
C 0.97548 -0.62828 0.73501
H -1.92654 -0.26253 -2.07063
H 1.11157 -0.74308 2.89425
*
```

## Properties
relative energy (zero: lowest compared OMol25 entry of this formula, charge and spin)	106.8	kcal per mole
HOMO	-7.7504	eV
E_tot	-8459.7243	eV
SMILES	C=C/C=C/CC.O
orbital gap	7.4017	eV
LUMO	-0.0128	Ha

***

4.
Below is a structure of composition C24H35N2ReS in a non-equilibrium geometry, with properties calculated with ωB97M-V/def2-TZVPD.

Geometry as ORCA input:
```
! RIJCOSX wB97M-V def2-TZVPD def2/J DEFGRID3
* xyz 1 4
C -1.09463 -1.22646 5.16747
H 4.03691 3.78696 -4.03973
C -3.71565 1.42224 -0.86508
H 0.86630 -1.93717 5.79679
Re -0.09345 -0.46381 0.30850
C 0.19629 -2.54312 0.32908
C 3.11638 3.49197 -3.56909
C 2.21921 -2.11899 1.93873
H -1.34536 -2.28782 5.09030
C 0.04503 -0.02265 3.54831
C 0.77468 3.18680 -2.11733
H -2.73835 -1.05615 -0.01962
C -3.07468 0.72988 -2.12926
H 1.61999 -2.65104 2.68261
C -2.84772 1.11025 0.24832
H -1.82688 -0.74566 5.82065
H -1.37625 -2.13184 -2.75920
H 4.23655 3.48123 -1.65865
C 3.20935 3.33402 -2.04897
H 3.05701 0.46710 -1.28127
N 0.92196 -0.24563 4.53965
C -2.25081 -0.23172 0.53854
H 1.87552 3.23251 -5.38682
H 3.19249 0.35728 0.47973
C -0.53828 -3.53473 1.15302
S 0.37912 0.95352 2.12789
H 1.87959 0.08760 4.50271
C 1.43075 -1.88539 0.70009
H -1.54206 -3.70187 0.75198
H -0.15776 2.94345 -4.06315
C 3.07938 -0.22711 -0.43998
H -1.96567 -0.51940 3.29409
H -2.02047 0.43219 -1.89170
C -3.53849 2.96832 -1.16764
C -0.14104 -2.12914 -1.01801
C -1.27192 -2.67152 -1.81216
H 1.37211 0.38280 -2.80126
C 0.81727 3.10895 -3.50942
H -2.32876 -0.45708 1.65241
H -3.58420 -0.14558 -2.57726
H -2.71369 3.42408 -0.56904
H 3.11719 -2.72039 1.73865
H 0.36267 -0.41087 6.55712
H -0.00844 -4.49638 1.17054
H -1.10350 -3.73581 -2.03258
H -4.41662 3.63178 -1.06443
H -3.16230 3.12561 -2.19266
H -0.37276 3.14283 -2.15026
C 0.33046 -0.99681 5.63471
H 2.56158 -1.17101 2.36984
H -0.63498 -3.19509 2.19148
H 3.96887 -0.86384 -0.53993
C 2.05735 3.14004 -1.20774
H -2.90653 1.44837 -2.95421
H 1.81495 -1.22538 -3.39204
H -2.29462 1.99199 0.71986
H 0.10667 -0.72621 -3.40203
C 1.99864 3.21486 -4.28662
C 1.83742 -1.04110 -0.40042
N -1.11661 -0.60632 3.86497
H -2.22058 -2.60687 -1.26391
C 1.04376 -0.66274 -2.84009
C 0.87764 -1.20394 -1.46653
*
```

## Properties
HOMO (alpha / beta)	-10.1028 / -10.1462	eV
E_tot	-41386.7259	eV
expectation value of S²	3.78
orbital gap (alpha / beta)	6.8337 / 5.9301	eV
LUMO (alpha / beta)	-0.1201 / -0.1549	Ha